# 1
{
  "formula": "C54H35BBrLaN16O4",
  "method": "wB97M-V/def2-TZVPD",
  "species": ["La", "C", "C", "C", "C", "C", "N", "C", "N", "C", "C", "C", "C", "C", "C", "C", "C", "N", "C", "N", "C", "N", "C", "N", "C", "N", "C", "C", "C", "C", "C", "C", "C", "C", "C", "C", "C", "C", "N", "C", "C", "H", "H", "H", "H", "H", "H", "H", "H", "H", "H", "H", "H", "H", "H", "H", "H", "C", "C", "N", "N", "C", "B", "N", "C", "C", "C", "N", "N", "C", "C", "C", "N", "H", "H", "H", "H", "H", "H", "H", "H", "H", "H", "O", "N", "N", "O", "C", "C", "C", "C", "C", "C", "H", "H", "H", "H", "H", "Br", "C", "C", "C", "C", "C", "C", "C", "O", "O", "H", "H", "H", "H"],
  "positions_angstrom": [[0.322, -0.004, -0.309], [4.511, -3.686, 3.819], [5.476, -3.378, 2.871], [5.327, -2.292, 1.996], [4.112, -1.598, 2.003], [3.505, -0.557, 1.140], [2.214, -0.310, 1.551], [1.965, -1.092, 2.658], [0.813, -1.133, 3.324], [-0.161, -0.246, 3.232], [-1.075, 0.018, 4.345], [-1.203, -0.504, 5.583], [-2.138, 0.079, 6.473], [-2.900, 1.169, 6.094], [-2.716, 1.756, 4.800], [-1.767, 1.211, 3.991], [-1.303, 1.545, 2.629], [-1.683, 2.658, 2.029], [-1.072, 3.156, 0.934], [-0.070, 2.639, 0.197], [0.404, 3.642, -0.617], [1.541, 3.641, -1.298], [2.498, 2.767, -1.156], [2.459, 1.537, -0.522], [3.743, 1.022, -0.576], [4.152, -0.029, 0.103], [4.592, 1.912, -1.359], [5.920, 1.865, -1.709], [6.441, 2.844, -2.581], [5.621, 3.893, -3.000], [4.292, 4.062, -2.489], [3.820, 3.017, -1.701], [-0.444, 4.780, -0.566], [-0.462, 5.994, -1.183], [-1.477, 6.926, -0.826], [-2.398, 6.648, 0.163], [-2.394, 5.400, 0.819], [-1.406, 4.535, 0.478], [-0.389, 0.635, 2.207], [3.129, -1.902, 2.952], [3.336, -2.914, 3.889], [4.683, -4.573, 4.461], [6.358, -3.999, 2.767], [6.122, -1.986, 1.353], [-0.626, -1.394, 5.919], [-2.180, -0.295, 7.489], [-3.659, 1.590, 6.771], [-3.316, 2.624, 4.508], [6.530, 1.028, -1.341], [7.460, 2.804, -2.955], [5.978, 4.611, -3.708], [3.655, 4.890, -2.706], [0.335, 6.267, -1.904], [-1.546, 7.858, -1.339], [-3.165, 7.359, 0.427], [-3.079, 5.099, 1.586], [2.565, -3.152, 4.613], [-0.067, 2.745, -4.291], [-0.651, 2.156, -3.112], [-0.044, 1.017, -2.836], [0.873, 0.739, -3.866], [0.950, 1.831, -4.669], [1.082, -0.734, -4.232], [2.287, -1.261, -3.458], [3.294, -2.012, -4.028], [3.967, -2.741, -3.026], [3.238, -2.440, -1.823], [2.292, -1.475, -2.090], [-0.198, -1.489, -3.927], [-1.165, -1.876, -4.735], [-2.288, -2.235, -3.923], [-1.830, -2.056, -2.573], [-0.584, -1.597, -2.577], [-0.368, 3.658, -4.808], [-1.524, 2.428, -2.469], [1.655, 1.947, -5.479], [1.273, -0.937, -5.430], [3.438, -1.926, -5.103], [4.753, -3.439, -3.153], [3.343, -2.849, -0.835], [-1.088, -1.843, -5.809], [-3.258, -2.563, -4.275], [-2.293, -2.270, -1.629], [1.023, -2.421, 0.152], [0.428, -3.401, 0.733], [-0.831, -3.142, 1.123], [-1.272, -1.909, 0.918], [-1.547, -4.123, 1.678], [-0.905, -5.401, 1.777], [-1.610, -6.465, 2.288], [-2.974, -6.345, 2.607], [-3.635, -5.109, 2.330], [-2.917, -3.995, 1.894], [0.152, -5.481, 1.449], [-1.097, -7.436, 2.336], [-3.548, -7.187, 3.017], [-4.691, -5.047, 2.490], [-3.392, -3.049, 1.705], [-8.148, -2.028, -0.755], [-6.688, -0.865, -0.622], [-6.611, 0.389, -1.300], [-5.485, 1.189, -1.178], [-4.394, 0.632, -0.497], [-4.440, -0.602, 0.201], [-5.613, -1.293, 0.167], [-3.040, 1.261, -0.728], [-3.024, 2.423, -1.204], [-1.935, 0.562, -0.479], [-7.435, 0.720, -1.918], [-5.433, 2.140, -1.700], [-3.543, -0.985, 0.653], [-5.732, -2.246, 0.689]],
  "forces_ev_per_a": [[-0.0165, -0.6634, -0.1634], [-0.7268, -0.0978, 0.3099], [0.3428, 0.6672, -0.7078], [-0.7418, -0.1516, 0.5918], [-0.1074, 0.2447, -0.1425], [-0.6514, -0.2129, -0.0765], [1.0878, -0.7256, 0.5568], [-0.6035, 0.9865, -1.5474], [0.3876, 0.1068, 1.0452], [0.3604, 0.0263, -1.0499], [-0.0033, 1.4029, -0.9689], [-0.2501, -1.2184, 1.9471], [0.6696, -0.1349, -0.2659], [-0.2308, 0.6690, -0.9406], [-0.7827, 0.1465, 1.6285], [0.1890, -1.1732, -0.8138], [0.4650, -0.1791, -0.3026], [0.2534, 0.2498, -0.5843], [-0.4934, 0.1219, 0.4114], [0.2578, 0.6927, 0.3274], [0.6820, -1.7317, -0.0609], [-0.6730, 1.0468, 0.3071], [-0.1420, -1.5920, 0.3696], [1.2130, 0.9606, -0.7732], [-1.8372, 0.2311, 0.6807], [0.8771, 0.1914, 0.5434], [0.4064, 0.0531, 0.0284], [1.2443, -0.4316, -0.4388], [-0.7395, -0.3445, 0.4513], [-1.6906, 0.3679, 0.9331], [1.8735, -1.5518, -0.1598], [-0.3261, 0.2859, -0.4832], [-1.8663, 0.9165, 1.7006], [0.1898, 1.4763, -0.6780], [0.8395, -0.9589, -0.1117], [-0.4318, -0.8637, 0.3650], [0.3891, 0.8292, -0.1587], [1.5323, -1.6822, -1.3321], [-0.0145, 0.1094, 0.8102], [0.2184, -0.8864, 0.3692], [0.3417, -0.6074, 0.0941], [-0.3366, 0.7564, -0.2983], [0.0816, 0.0642, 0.1814], [0.2872, -0.0337, -0.5578], [-0.3828, 0.7946, -0.4308], [-0.2458, -0.1176, -0.0387], [0.4594, -0.1960, -0.2945], [0.3534, -0.3083, -0.0095], [-0.1977, 0.4179, -0.3040], [-0.0915, -0.1628, 0.1421], [0.3468, 0.3970, -0.2707], [-0.2145, 0.4247, -0.3111], [-0.7481, -0.2286, 0.3462], [0.1247, 0.5818, -0.2774], [-0.0982, 0.2405, -0.0849], [-0.4118, 0.1553, 0.2802], [0.0134, 0.0610, -0.0574], [0.5974, -0.9930, 0.4200], [0.2178, 0.2422, -0.7496], [0.4958, -0.3174, -1.1597], [-0.7656, 2.0539, 0.9538], [-2.1224, 0.7455, 0.5116], [0.5981, 0.0017, -0.5132], [2.2557, -2.1863, 1.1764], [-0.3033, 0.2683, 1.1002], [-2.3157, 1.2020, 0.1373], [-0.7084, 2.0956, -2.4042], [0.6869, -1.4500, -0.4909], [0.1887, -0.0797, 2.8418], [-2.6087, -0.4895, 1.2786], [1.3115, 0.2283, -0.1331], [0.6673, 0.0334, -2.0714], [-0.1811, -0.3314, -1.3625], [0.3206, -0.3005, 0.3526], [1.0536, 0.1628, -0.5798], [-0.0824, -0.4341, -0.0656], [0.2121, 0.4894, 0.2974], [0.0414, -0.2314, 0.3761], [0.5617, -0.3984, -0.0936], [0.0511, 0.2182, 0.1827], [0.1699, 0.0337, 0.0366], [0.1745, -0.0302, 0.1037], [-0.2962, 0.1009, 0.1971], [-1.5418, -2.0589, 1.5004], [-0.2369, 1.2585, -0.4955], [4.1088, 4.3192, -2.3878], [-0.6381, -0.8028, 0.2148], [-0.8301, -3.4400, 0.1479], [0.0640, 0.7953, 0.2664], [-0.2654, -0.5149, -0.1310], [-0.6116, 1.0707, -0.4330], [1.4628, -1.2980, 0.5753], [0.1960, -0.5134, 0.2763], [-1.0547, -0.0299, 0.4261], [-0.3387, 0.4055, 0.2205], [0.3231, 0.3778, -0.3026], [-0.4577, 0.1373, 0.1024], [-0.0438, 0.1834, -0.0312], [-0.6011, -0.0728, -0.2013], [1.4257, 1.7651, -0.1533], [-0.8483, -1.2218, 0.6813], [0.1622, -1.2734, 0.3274], [1.1717, -0.5287, 0.0917], [-0.0467, 1.8567, -1.1245], [-1.4082, -1.1481, -0.0395], [2.6277, 0.9302, -0.1677], [-0.2566, -1.4355, 0.6690], [-3.6898, 1.2627, -0.4110], [-0.1123, -0.0817, 0.0580], [0.3092, -0.2209, 0.1990], [0.3027, -0.0077, 0.1784], [0.1763, 0.2299, -0.1245]],
  "mulliken_charge": [2.42, -0.64, -0.48, -0.42, 0.25, -0.43, -0.27, -0.08, -0.21, -0.08, -0.26, 0.04, -0.66, -0.71, 0.23, -0.10, -0.47, -0.39, -0.32, 0.14, -0.78, -0.12, -0.31, -0.04, -0.13, -0.24, -0.34, 0.16, -0.73, -0.64, -0.25, -0.09, 0.18, 0.04, -0.71, -0.84, -0.05, 0.06, 0.33, 0.09, -0.35, 0.32, 0.38, 0.52, 0.45, 0.38, 0.35, 0.52, 0.48, 0.37, 0.40, 0.60, 0.44, 0.42, 0.38, 0.60, 0.51, -1.35, -0.07, 0.83, -0.17, -0.55, -0.02, -0.32, -0.37, -1.49, -0.40, 0.89, -0.34, -0.02, -1.53, -0.29, 0.34, 0.35, 0.07, 0.51, -0.24, 0.41, 0.45, 0.48, 0.44, 0.39, 0.67, 0.20, -1.44, 0.87, -0.20, 0.34, -0.64, -0.49, -0.54, -0.42, -0.23, 0.33, 0.31, 0.33, 0.43, 0.20, -0.24, -0.10, -0.34, -0.75, 0.04, 0.09, -0.36, 0.00, -0.90, 1.78, 0.38, 0.48, -0.13, 0.43],
  "lumo_energy_ha": [0.128, 0.129],
  "homo_energy_ev": [-1.41, -1.43],
  "charge": -2,
  "energy_ev": -160183.21860,
  "gap_ev": [4.90, 4.94]
}

---

# 2
{
  "formula": "C5H11NS",
  "method": "wB97M-V/def2-TZVPD",
  "species": ["C", "C", "S", "H", "H", "H", "H", "H", "C", "C", "C", "N", "H", "H", "H", "H", "H", "H"],
  "positions_angstrom": [[0.398, -2.624, -1.303], [0.986, -2.141, 0.007], [-0.198, -1.221, 1.035], [0.152, -1.802, -1.980], [-0.542, -3.173, -1.200], [1.077, -3.317, -1.822], [1.894, -1.560, -0.203], [1.324, -3.003, 0.590], [-1.069, 2.062, 0.742], [-2.125, 2.338, -0.028], [0.939, 1.035, 0.898], [0.284, 2.262, 0.382], [-1.234, 1.982, 1.810], [-1.991, 2.807, -0.997], [-3.129, 2.153, 0.327], [1.834, 0.682, 0.392], [1.087, 1.126, 1.970], [0.313, 2.395, -0.621]],
  "forces_ev_per_a": [[-0.1615, -0.3637, -0.6953], [-0.2117, -0.1341, 0.3846], [-0.2424, -0.5035, -0.0392], [0.1936, 0.1099, 0.0876], [0.0302, 0.0576, 0.4442], [0.1229, 0.1711, -0.0637], [-0.1083, 0.1628, 0.0059], [0.0317, -0.0609, -0.0832], [-0.2840, 2.0915, -0.1936], [0.1631, 0.1044, 0.0503], [1.0617, 0.9685, -0.0174], [-0.8448, -1.2210, 0.5947], [0.1758, -1.0016, -0.0127], [-0.0834, -0.4690, -0.2452], [-0.0162, 0.2289, 0.0671], [-0.0741, 0.2720, -0.2760], [-0.0835, -0.0572, 0.0176], [0.3309, -0.3557, -0.0257]],
  "mulliken_spin": [0.00, 0.01, 0.30, 0.00, -0.01, 0.00, -0.01, 0.02, -0.01, 0.00, 0.70, 0.06, 0.00, 0.00, 0.00, -0.04, 0.01, -0.01],
  "lumo_energy_ha": [0.152, 0.150],
  "homo_energy_ev": [-0.80, -2.74],
  "charge": -1,
  "energy_ev": -17686.10958,
  "gap_ev": [4.94, 6.83],
  "multiplicity": 2
}

---

# 3
{
  "formula": "C6H11F6N3O12P2PdS2",
  "method": "wB97M-V/def2-TZVPD",
  "species": ["Pd", "N", "C", "C", "P", "O", "O", "O", "P", "O", "O", "O", "H", "H", "H", "H", "H", "H", "H", "H", "O", "O", "C", "C", "N", "H", "H", "H", "F", "C", "F", "F", "S", "O", "O", "N", "S", "O", "O", "C", "F", "F", "F"],
  "positions_angstrom": [[-0.819, 1.394, -1.068], [2.106, -0.954, 0.796], [1.724, 0.419, 1.310], [2.632, 0.697, 2.513], [2.254, 1.543, -0.078], [2.382, 2.982, 0.619], [3.561, 0.982, -0.491], [1.174, 1.696, -1.135], [-0.050, 0.488, 1.882], [-0.477, -0.992, 1.420], [-0.130, 0.704, 3.331], [-0.772, 1.502, 0.991], [2.987, -0.827, 0.273], [1.408, -1.405, 0.179], [2.244, -1.598, 1.574], [3.682, 0.682, 2.213], [2.455, -0.043, 3.295], [2.387, 1.664, 2.944], [3.292, 3.149, 0.895], [-1.281, -1.322, 1.845], [-2.692, 1.093, -1.506], [-2.343, 1.206, -2.699], [-0.696, 6.016, -0.330], [-0.920, 4.631, -0.700], [-1.098, 3.542, -0.991], [0.230, 6.082, 0.240], [-1.525, 6.368, 0.281], [-0.616, 6.626, -1.227], [-1.319, -2.033, -4.014], [-0.348, -2.594, -3.298], [0.828, -2.155, -3.742], [-0.403, -3.906, -3.433], [-0.527, -2.088, -1.528], [-0.355, -0.642, -1.667], [0.551, -2.746, -0.832], [-1.981, -2.371, -1.093], [-2.561, -3.813, -0.692], [-3.971, -3.790, -0.884], [-1.763, -4.905, -1.151], [-2.349, -3.822, 1.141], [-1.062, -3.895, 1.479], [-2.988, -4.864, 1.653], [-2.854, -2.701, 1.689]],
  "forces_ev_per_a": [[-0.0029, 0.0430, -0.0096], [-0.0067, -0.0257, 0.0165], [-0.0019, -0.0028, 0.0123], [0.0049, -0.0202, -0.0003], [-0.0037, 0.0347, -0.0012], [-0.0085, 0.0091, -0.0075], [0.0071, 0.0079, 0.0047], [-0.0168, -0.0663, -0.0034], [0.0089, 0.0086, -0.0006], [0.0129, 0.0091, 0.0130], [0.0127, 0.0072, 0.0055], [-0.0273, -0.0268, -0.0160], [-0.0023, -0.0020, -0.0134], [0.0078, 0.0176, -0.0104], [-0.0087, 0.0003, 0.0014], [-0.0007, 0.0019, 0.0016], [0.0007, -0.0011, -0.0012], [0.0006, 0.0021, -0.0034], [0.0006, -0.0009, -0.0009], [-0.0088, -0.0018, -0.0045], [0.0014, 0.0137, -0.0060], [-0.0147, 0.0029, -0.0101], [0.0141, -0.0051, 0.0114], [-0.0276, 0.0070, -0.0013], [0.0114, -0.0244, -0.0055], [0.0002, -0.0015, 0.0003], [-0.0001, -0.0017, 0.0012], [0.0003, 0.0010, 0.0015], [0.0042, 0.0000, -0.0022], [0.0106, -0.0012, -0.0243], [-0.0056, -0.0093, 0.0030], [-0.0001, 0.0084, 0.0089], [-0.0305, -0.0099, -0.0146], [0.0709, 0.0128, 0.0472], [0.0043, 0.0171, -0.0098], [-0.0015, -0.0262, 0.0107], [-0.0118, 0.0202, -0.0005], [0.0086, -0.0046, 0.0016], [-0.0058, 0.0002, -0.0011], [0.0077, 0.0106, -0.0007], [-0.0001, 0.0047, -0.0027], [-0.0059, -0.0063, 0.0053], [0.0019, -0.0023, 0.0051]],
  "mulliken_spin": [0.56, 0.00, 0.00, 0.00, 0.00, 0.00, 0.00, -0.03, 0.00, 0.00, 0.00, 0.05, 0.00, 0.00, 0.00, 0.00, 0.00, 0.00, 0.00, 0.00, 0.53, 0.72, 0.00, 0.00, 0.10, 0.00, 0.00, 0.00, 0.00, 0.01, 0.00, 0.00, -0.01, 0.07, 0.00, -0.01, 0.00, 0.00, 0.00, 0.00, 0.00, 0.00, 0.00],
  "lumo_energy_ha": [-0.090, -0.091],
  "homo_energy_ev": [-10.51, -10.40],
  "energy_ev": -95473.17167,
  "gap_ev": [8.07, 7.92],
  "multiplicity": 3
}